{
  "formula": "C20H23CoN4O",
  "method": "the ωB97M-V functional and the def2-TZVPD basis",
  "homo_lumo_gap_ev": [8.32, 8.28],
  "total_charge": 1,
  "multiplicity": 2,
  "s2": 0.767,
  "e_homo_ev": [-10.83, -10.68],
  "lumo_energy_ev": [-2.504, -2.399],
  "relative_energy_kj_mol": 30.64,
  "elements": ["Co", "C", "C", "C", "C", "C", "C", "C", "N", "N", "C", "C", "C", "C", "C", "C", "N", "C", "C", "C", "C", "C", "C", "N", "H", "H", "H", "H", "H", "H", "H", "H", "H", "H", "H", "H", "H", "H", "H", "H", "H", "H", "H", "H", "C", "O", "H", "H", "H"],
  "coordinates": [[-0.6873, -0.2741, -0.2679], [1.9383, -0.5157, 1.2701], [1.0567, -0.1737, 2.4763], [-0.2397, -0.9434, 2.5235], [-0.4337, -1.9519, 3.4541], [-1.6527, -2.6092, 3.5112], [-2.6645, -2.2159, 2.6500], [-2.3939, -1.2203, 1.7367], [-1.2053, -0.6041, 1.6526], [1.4435, 0.1016, 0.0345], [2.0204, -0.5253, -1.1619], [1.1578, -0.2769, -2.3774], [1.5974, -0.5620, -3.6583], [0.7393, -0.3573, -4.7264], [-0.5340, 0.1377, -4.4822], [-0.8989, 0.3936, -3.1765], [-0.0729, 0.1940, -2.1465], [1.6518, 1.5597, 0.0196], [0.4074, 2.3689, 0.3016], [0.5224, 3.6999, 0.6812], [-0.6241, 4.4542, 0.8566], [-1.8568, 3.8472, 0.6644], [-1.8862, 2.5135, 0.3077], [-0.7795, 1.7903, 0.1205], [2.9684, -0.1951, 1.4721], [1.9475, -1.5985, 1.1370], [1.6174, -0.3902, 3.3844], [0.8322, 0.8951, 2.4716], [0.3655, -2.2124, 4.1352], [-1.8109, -3.4102, 4.2206], [-3.6386, -2.6827, 2.6747], [-3.1458, -0.8960, 1.0282], [3.0428, -0.1716, -1.3413], [2.0688, -1.6044, -1.0016], [2.5953, -0.9509, -3.8154], [1.0602, -0.5794, -5.7350], [-1.2319, 0.3142, -5.2878], [-1.8805, 0.7805, -2.9325], [2.4362, 1.8427, 0.7277], [1.9960, 1.8600, -0.9733], [1.5042, 4.1305, 0.8298], [-0.5561, 5.4957, 1.1401], [-2.7787, 4.3965, 0.7905], [-2.8263, 1.9948, 0.1653], [-0.2128, -3.1938, -0.6689], [-0.9346, -2.0126, -0.7087], [0.4283, -3.3253, -1.5586], [-0.8913, -4.0537, -0.6384], [0.4391, -3.2638, 0.2211]],
  "atomic_forces_ev_per_a": [[0.3, 2.0, 0.3], [0.0, 0.0, 0.2], [0.0, -0.1, -0.2], [0.0, 0.2, 0.0], [0.0, 0.0, 0.1], [0.0, 0.1, -0.1], [-0.1, 0.0, 0.2], [0.1, 0.1, 0.0], [-0.1, -0.9, -0.1], [0.0, -0.1, -0.1], [0.0, -0.1, 0.0], [-0.1, 0.2, 0.0], [0.1, 0.1, -0.1], [0.0, 0.0, 0.1], [0.0, 0.0, 0.0], [0.0, 0.1, 0.0], [-0.1, -0.8, -0.1], [-0.2, -0.1, 0.0], [0.1, 0.2, 0.0], [0.0, 0.0, 0.0], [0.1, -0.1, 0.0], [0.0, 0.0, 0.0], [-0.1, 0.0, 0.0], [0.2, -0.7, 0.0], [0.0, 0.0, 0.0], [0.0, 0.0, -0.1], [0.0, 0.0, 0.0], [0.0, 0.0, 0.1], [0.0, 0.0, 0.0], [0.0, 0.0, 0.0], [0.0, 0.0, 0.0], [0.0, -0.1, -0.1], [0.0, 0.0, -0.1], [0.0, 0.0, 0.1], [0.0, 0.0, 0.0], [0.0, 0.0, 0.0], [0.0, 0.0, 0.0], [0.0, -0.1, 0.0], [0.0, 0.0, 0.0], [0.1, 0.0, 0.0], [0.0, 0.0, 0.0], [0.0, 0.0, 0.0], [0.0, 0.0, 0.0], [0.0, 0.0, 0.0], [0.2, 0.2, 0.1], [-0.5, -0.1, -0.2], [0.0, 0.0, 0.1], [0.0, 0.0, 0.0], [0.0, -0.1, 0.0]],
  "mulliken_charge": [0.150, -0.946, -0.978, 0.700, -0.906, -0.331, -0.851, 0.048, 0.303, 0.588, -1.185, 0.646, -1.045, -0.296, -0.869, -0.236, 0.509, -1.335, 0.679, -1.137, -0.305, -0.866, -0.258, 0.501, 0.454, 0.530, 0.595, 0.249, 0.415, 0.430, 0.429, 0.339, 0.518, 0.509, 0.479, 0.439, 0.430, 0.450, 0.484, 0.495, 0.484, 0.435, 0.441, 0.447, -0.804, -0.594, 0.249, 0.305, 0.210]
}